A 10-piece molecular cluster, C45H84BFN2O23 overall. Source: OMol25; level of theory: the ωB97M-V functional and the def2-TZVPD basis.

Calculated values
E_tot, eV: -101495.03829
F_max, hartree/bohr: 0.0121
SMILES string: [H]/N=C(/C)CB(CC(=O)OC(C)=O)C(=O)NC(=O)F.CCOC(C)=O.CCOC(C)=O.CCOC(C)=O.CCOC(C)=O.CCOC(C)=O.CCOC(C)=O.CCOC(C)=O.CCOC(C)=O.CCOC(C)=O

Last columns: bonded neighbours and bond lengths (Å).
CARTESIAN COORDINATES (ANGSTROEM)
1 H -6.90774 -4.88873 1.00886  N2 1.019
2 N -7.36345 -4.06456 1.39874  H1 1.019, C3 1.262
3 C -7.45654 -3.14870 0.53528  N2 1.262, C4 1.502, C5 1.524
4 C -8.15025 -1.87303 0.92031  C3 1.502, H20 1.086, H21 1.088, H22 1.092
5 C -6.93626 -3.28336 -0.89125  C3 1.524, B6 1.561, H23 1.093, H24 1.093
6 B -5.78119 -2.28726 -1.22274  C5 1.561, C7 1.570, C14 1.622
7 C -4.32148 -2.75681 -0.88435  B6 1.570, C8 1.495, H25 1.094, H26 1.096
8 C -3.18133 -1.99916 -1.48617  C7 1.495, O9 1.191, O10 1.387
9 O -2.67022 -2.25491 -2.53090  C8 1.191
10 O -2.76720 -0.86568 -0.80336  C8 1.387, C11 1.388
11 C -2.89369 -0.74988 0.57423  O10 1.388, C12 1.487, O13 1.194
12 C -3.43540 0.57214 0.98804  C11 1.487, H27 1.089, H28 1.092, H29 1.084
13 O -2.52882 -1.62845 1.29534  C11 1.194
14 C -6.18071 -0.86374 -1.89004  B6 1.622, O15 1.200, N16 1.439
15 O -7.33148 -0.55322 -2.03194  C14 1.200
16 N -5.13499 -0.02165 -2.40894  C14 1.439, C17 1.398, H30 1.016
17 C -5.52270 0.87138 -3.41264  N16 1.398, O18 1.174, F19 1.345
18 O -5.92717 0.61036 -4.48338  C17 1.174
19 F -5.30736 2.13557 -3.00835  C17 1.345
20 H -7.76254 -1.00154 0.40114  C4 1.086
21 H -8.06412 -1.74224 1.99688  C4 1.088
22 H -9.21278 -1.96450 0.68732  C4 1.092
23 H -7.76945 -3.18735 -1.59280  C5 1.093
24 H -6.52427 -4.29084 -0.99328  C5 1.093
25 H -4.24694 -3.78753 -1.24296  C7 1.094
26 H -4.24713 -2.81144 0.20736  C7 1.096
27 H -4.20518 0.94771 0.31523  C12 1.089
28 H -2.62543 1.30421 0.99592  C12 1.092
29 H -3.84124 0.50868 1.99121  C12 1.084
30 H -4.59668 0.44476 -1.68471  N16 1.016
31 C 1.91457 3.33238 -1.16296  C32 1.509, H37 1.088, H38 1.089, H39 1.089
32 C 1.01783 2.67611 -0.14231  C31 1.509, O33 1.443, H40 1.092, H41 1.089
33 O -0.26488 3.32850 -0.04194  C32 1.443, C34 1.342
34 C -1.27044 3.05619 -0.88849  O33 1.342, C35 1.515, O36 1.204
35 C -1.00215 2.24003 -2.13610  C34 1.515, H42 1.090, H43 1.088, H44 1.086
36 O -2.36207 3.51114 -0.66278  C34 1.204
37 H 1.49454 3.27655 -2.16507  C31 1.088
38 H 2.89326 2.85383 -1.17147  C31 1.089
39 H 2.05872 4.38627 -0.92759  C31 1.089
40 H 0.87840 1.61210 -0.34280  C32 1.092
41 H 1.44347 2.75837 0.85644  C32 1.089
42 H -0.80247 2.93247 -2.95415  C35 1.090
43 H -1.90132 1.67273 -2.36543  C35 1.088
44 H -0.16945 1.54794 -2.05701  C35 1.086
45 C -2.01526 -5.81893 -3.31223  C46 1.511, H51 1.090, H52 1.089, H53 1.091
46 C -2.73820 -6.79651 -2.41434  C45 1.511, O47 1.437, H54 1.090, H55 1.089
47 O -4.12801 -6.46630 -2.25963  C46 1.437, C48 1.349
48 C -5.07333 -6.84813 -3.14372  O47 1.349, C49 1.509, O50 1.202
49 C -4.66719 -7.46871 -4.45823  C48 1.509, H56 1.090, H57 1.087, H58 1.086
50 O -6.21937 -6.60403 -2.87691  C48 1.202
51 H -2.40931 -5.84166 -4.32791  C45 1.090
52 H -0.95694 -6.07276 -3.36075  C45 1.089
53 H -2.12475 -4.80125 -2.93390  C45 1.091
54 H -2.62722 -7.82507 -2.75903  C46 1.090
55 H -2.33965 -6.75463 -1.40176  C46 1.089
56 H -4.60112 -6.67234 -5.19924  C49 1.090
57 H -5.45387 -8.15555 -4.75887  C49 1.087
58 H -3.72107 -8.00115 -4.43544  C49 1.086
59 C 1.55118 0.97210 -5.84411  C60 1.510, H65 1.089, H66 1.089, H67 1.092
60 C 1.09335 2.40888 -5.76236  C59 1.510, O61 1.433, H68 1.092, H69 1.090
61 O 1.72309 3.12642 -4.69345  C60 1.433, C62 1.349
62 C 2.92541 3.73026 -4.79690  O61 1.349, C63 1.507, O64 1.201
63 C 3.77532 3.45754 -6.01148  C62 1.507, H70 1.090, H71 1.087, H72 1.086
64 O 3.29523 4.41939 -3.88574  C62 1.201
65 H 2.60745 0.89255 -6.09575  C59 1.089
66 H 0.98012 0.43922 -6.60245  C59 1.089
67 H 1.39533 0.49930 -4.87227  C59 1.092
68 H 1.21495 2.92986 -6.71384  C60 1.092
69 H 0.03559 2.45150 -5.50312  C60 1.090
70 H 4.44965 2.63348 -5.77873  C63 1.090
71 H 4.36879 4.34681 -6.20847  C63 1.087
72 H 3.20833 3.19079 -6.89853  C63 1.086
73 C 3.21640 3.45686 4.40402  C74 1.514, H79 1.089, H80 1.090, H81 1.091
74 C 3.89444 2.34468 3.63255  C73 1.514, O75 1.434, H82 1.091, H83 1.090
75 O 3.97219 2.61585 2.22700  C74 1.434, C76 1.360
76 C 4.97131 3.36076 1.68195  O75 1.360, C77 1.505, O78 1.199
77 C 5.88682 4.12347 2.60134  C76 1.505, H84 1.090, H85 1.087, H86 1.083
78 O 5.02982 3.41895 0.48555  C76 1.199
79 H 3.78581 4.38386 4.34988  C73 1.089
80 H 3.12577 3.18184 5.45529  C73 1.090
81 H 2.22099 3.64093 3.99716  C73 1.091
82 H 4.88278 2.12319 4.03668  C74 1.091
83 H 3.30805 1.42803 3.69319  C74 1.090
84 H 5.48859 5.12961 2.73021  C77 1.090
85 H 6.86600 4.20006 2.13535  C77 1.087
86 H 6.00781 3.68192 3.58299  C77 1.083
87 C -5.43811 2.71892 7.13446  C88 1.514, H93 1.090, H94 1.090, H95 1.090
88 C -4.72696 1.60272 6.39953  C87 1.514, O89 1.432, H96 1.091, H97 1.089
89 O -4.75843 1.78155 4.97952  C88 1.432, C90 1.351
90 C -3.85620 2.54019 4.31847  O89 1.351, C91 1.510, O92 1.200
91 C -2.90744 3.42742 5.08812  C90 1.510, H98 1.090, H99 1.087, H100 1.086
92 O -3.87474 2.52494 3.11908  C90 1.200
93 H -4.95024 3.68054 6.97497  C87 1.090
94 H -5.45039 2.51501 8.20560  C87 1.090
95 H -6.46635 2.80163 6.78345  C87 1.090
96 H -3.70013 1.47439 6.74531  C88 1.091
97 H -5.23965 0.65591 6.56108  C88 1.089
98 H -3.35245 4.42020 5.15438  C91 1.090
99 H -1.98735 3.50361 4.51491  C91 1.087
100 H -2.67300 3.07996 6.09030  C91 1.086
101 C 4.39270 4.24983 9.26812  C102 1.512, H107 1.091, H108 1.090, H109 1.090
102 C 5.23355 3.26865 8.48389  C101 1.512, O103 1.440, H110 1.091, H111 1.085
103 O 5.47040 3.71498 7.13568  C102 1.440, C104 1.343
104 C 6.47020 4.54672 6.79899  O103 1.343, C105 1.510, O106 1.204
105 C 7.26800 5.24540 7.87381  C104 1.510, H112 1.090, H113 1.087, H114 1.086
106 O 6.66543 4.75088 5.62890  C104 1.204
107 H 4.89304 5.21219 9.38624  C101 1.091
108 H 4.18116 3.84348 10.25665  C101 1.090
109 H 3.44577 4.42075 8.75654  C101 1.090
110 H 6.18000 3.04979 8.98003  C102 1.091
111 H 4.69746 2.33171 8.37870  C102 1.085
112 H 6.81853 6.22319 8.04668  C105 1.090
113 H 8.27688 5.39234 7.49792  C105 1.087
114 H 7.31588 4.71057 8.81763  C105 1.086
115 C 1.08510 1.86906 -12.32950  C116 1.513, H121 1.090, H122 1.090, H123 1.090
116 C 0.90605 2.66825 -11.05703  C115 1.513, O117 1.434, H124 1.091, H125 1.088
117 O 1.38847 1.96593 -9.90310  C116 1.434, C118 1.347
118 C 2.67901 1.99242 -9.51733  O117 1.347, C119 1.510, O120 1.202
119 C 3.72699 2.58534 -10.42788  C118 1.510, H126 1.090, H127 1.087, H128 1.086
120 O 2.96285 1.48922 -8.46288  C118 1.202
121 H 2.13790 1.68889 -12.54765  C115 1.090
122 H 0.64848 2.40539 -13.17222  C115 1.090
123 H 0.59052 0.90253 -12.23716  C115 1.090
124 H 1.36708 3.65437 -11.12295  C116 1.091
125 H -0.15152 2.82268 -10.85146  C116 1.088
126 H 4.15987 1.77651 -11.01656  C119 1.090
127 H 4.50831 3.01126 -9.80396  C119 1.087
128 H 3.35894 3.35214 -11.10300  C119 1.086
129 C 0.12027 -1.83239 9.71923  C130 1.513, H135 1.090, H136 1.090, H137 1.090
130 C 0.55026 -0.94589 8.57071  C129 1.513, O131 1.435, H138 1.090, H139 1.088
131 O 1.35230 0.16019 9.00857  C130 1.435, C132 1.345
132 C 2.68142 0.06853 9.19123  O131 1.345, C133 1.510, O134 1.203
133 C 3.35586 -1.28196 9.16693  C132 1.510, H140 1.090, H141 1.087, H142 1.086
134 O 3.29360 1.07753 9.42548  C132 1.203
135 H 0.97422 -2.30078 10.20867  C129 1.090
136 H -0.53941 -2.62061 9.35604  C129 1.090
137 H -0.41474 -1.24580 10.46565  C129 1.090
138 H 1.06699 -1.50557 7.79061  C130 1.090
139 H -0.31638 -0.47792 8.10740  C130 1.088
140 H 3.42008 -1.64613 10.19231  C133 1.090
141 H 4.36486 -1.14513 8.78754  C133 1.087
142 H 2.85157 -2.02880 8.56102  C133 1.086
143 C 3.56344 -6.32756 -2.68783  C144 1.514, H149 1.090, H150 1.090, H151 1.090
144 C 2.87532 -7.65216 -2.93939  C143 1.514, O145 1.433, H152 1.091, H153 1.089
145 O 1.59847 -7.48976 -3.56913  C144 1.433, C146 1.352
146 C 1.45175 -7.37206 -4.90772  O145 1.352, C147 1.510, O148 1.200
147 C 2.66704 -7.17283 -5.78168  C146 1.510, H154 1.090, H155 1.087, H156 1.086
148 O 0.33811 -7.36873 -5.35416  C146 1.200
149 H 3.78907 -5.80773 -3.61892  C143 1.090
150 H 4.49853 -6.48701 -2.15037  C143 1.090
151 H 2.92308 -5.68026 -2.08910  C143 1.090
152 H 3.50034 -8.33590 -3.51494  C144 1.091
153 H 2.64728 -8.14551 -1.99604  C144 1.089
154 H 2.80607 -6.10167 -5.92763  C147 1.090
155 H 2.45978 -7.62709 -6.74670  C147 1.087
156 H 3.58564 -7.59438 -5.38444  C147 1.086